Entry 1:
# C13H9BF21NO6S

2 unconnected molecules or ions with the total composition C13H9BF21NO6S (wB97M-V/def2-TZVPD, OMol25).

The geometry in ORCA input format:
```
! wB97M-V def2-TZVPD RIJCOSX def2/J DEFGRID3
* xyz 0 1
C 0.437 0.676 -0.077
B -0.176 -0.456 0.970
O -0.067 -0.047 2.415
N -0.888 -1.760 0.517
C -0.221 -2.334 -0.756
O -0.880 -3.023 -1.710
O 1.259 -2.258 -0.998
C -0.732 -2.846 1.519
F 0.746 -2.840 1.875
F -0.875 -4.252 0.968
C -1.516 -2.849 2.911
F -2.436 -1.771 3.255
F -2.291 -4.140 3.050
S -2.448 -1.193 0.056
O -2.334 -0.452 -1.343
O -2.784 0.045 0.984
C -3.832 -2.406 -0.148
F -3.859 -2.745 -1.626
F -3.692 -3.716 0.517
C -5.326 -1.796 0.147
F -5.339 -0.425 -0.489
F -6.276 -2.609 -0.697
C -5.770 -1.607 1.688
F -5.439 -0.260 2.289
F -5.315 -2.613 2.663
C -7.443 -1.653 1.747
F -7.996 -3.020 1.646
F -8.036 -0.657 0.826
F -7.775 -1.178 3.143
H 0.595 0.294 -1.169
H -0.335 1.582 -0.142
H 1.486 1.109 0.286
H 0.928 0.059 2.566
H -0.725 -2.910 3.806
C 4.154 3.338 -2.912
C 3.383 2.590 -1.814
C 3.391 3.269 -0.449
F 4.638 3.406 0.051
F 2.696 2.528 0.458
F 3.845 1.313 -1.736
F 2.082 2.487 -2.231
O 5.486 2.883 -3.168
C 6.491 3.418 -2.309
C 7.160 2.350 -1.434
F 6.256 1.708 -0.650
F 8.073 2.906 -0.594
F 5.966 4.439 -1.590
F 7.418 3.981 -3.132
H 3.620 3.147 -3.851
H 4.109 4.427 -2.790
H 2.922 4.257 -0.495
H 7.666 1.600 -2.046
*
```

Calculated total energy in eV: -95965.45859
HOMO-LUMO gap in eV: 6.542
LUMO energy in eV: -3.0

=====

Entry 2:
# C62H136N7O17P3

10 unconnected molecules or ions with the total composition C62H136N7O17P3 (wB97M-V/def2-TZVPD, OMol25).

The geometry in ORCA input format:
```
! wB97M-V def2-TZVPD RIJCOSX def2/J DEFGRID3
* xyz 0 1
C 3.656 6.103 -2.320
O 3.055 5.190 -3.227
P 2.648 3.663 -2.708
O 1.875 3.541 -1.427
O 1.775 3.096 -3.974
C 0.407 3.483 -4.168
O 4.053 2.819 -2.666
C 3.963 1.512 -1.950
H 4.715 5.943 -2.115
H 3.043 6.073 -1.419
H 3.546 7.097 -2.754
H -0.005 4.041 -3.328
H -0.207 2.617 -4.418
H 0.495 4.010 -5.118
H 3.007 0.991 -1.992
H 4.186 1.566 -0.884
H 4.762 0.913 -2.386
C 7.359 0.389 -3.081
O 7.349 0.386 -1.650
P 7.288 -1.054 -0.763
O 8.400 -1.988 -1.032
O 7.133 -0.603 0.839
C 6.344 0.460 1.304
O 5.829 -1.694 -1.105
C 5.575 -3.076 -0.812
H 8.404 0.584 -3.322
H 6.624 1.071 -3.509
H 7.012 -0.515 -3.580
H 6.917 1.156 1.917
H 5.636 0.027 2.010
H 5.860 0.907 0.435
H 5.949 -3.832 -1.502
H 4.503 -3.274 -0.831
H 5.982 -3.307 0.172
C -0.550 4.617 4.738
O 0.790 5.165 4.958
P 1.743 4.815 6.284
O 3.086 5.335 6.274
O 0.794 5.316 7.499
C 0.420 6.650 7.847
O 1.657 3.214 6.434
C 2.460 2.439 7.287
H -0.806 3.875 5.495
H -0.545 4.154 3.752
H -1.334 5.368 4.648
H 1.120 7.235 7.250
H 0.603 6.776 8.914
H -0.619 6.955 7.720
H 3.409 2.935 7.491
H 2.544 1.459 6.818
H 1.978 2.274 8.250
C 2.078 -1.823 -7.721
C 3.112 -1.836 -6.536
C 3.303 -0.522 -5.767
C 2.143 -0.156 -4.829
C 1.882 -1.327 -3.863
C 1.656 -2.757 -4.474
N 2.667 -2.926 -5.620
O 2.774 -4.142 -6.152
C 2.032 -3.781 -3.375
C 0.223 -2.827 -4.947
C 4.498 -2.215 -7.067
H 1.036 -1.683 -7.433
H 2.092 -2.757 -8.283
H 2.390 -1.019 -8.388
H 4.151 -0.512 -5.081
H 3.209 0.341 -6.425
H 1.245 0.142 -5.371
H 2.520 0.681 -4.240
H 1.044 -1.071 -3.215
H 2.680 -1.356 -3.122
H 1.872 -4.764 -3.819
H 3.108 -3.694 -3.220
H 1.535 -3.858 -2.408
H -0.084 -1.976 -5.556
H 0.046 -3.690 -5.588
H -0.482 -2.927 -4.122
H 4.396 -3.070 -7.735
H 5.294 -2.523 -6.389
H 4.933 -1.378 -7.614
H 3.657 -4.405 -5.884
C -2.173 4.519 -1.715
C -3.268 5.355 -0.934
C -3.535 4.750 0.541
C -2.362 4.899 1.496
C -1.976 6.398 1.585
C -1.821 7.143 0.212
N -2.903 6.793 -0.710
O -2.988 7.514 -1.851
C -1.975 8.608 0.573
C -0.440 6.916 -0.402
C -4.621 5.266 -1.701
H -1.858 5.124 -2.566
H -2.615 3.639 -2.182
H -1.271 4.273 -1.154
H -4.377 5.342 0.897
H -3.937 3.737 0.541
H -1.478 4.429 1.065
H -2.536 4.485 2.490
H -0.980 6.307 2.020
H -2.705 6.864 2.247
H -1.946 9.284 -0.281
H -2.983 8.829 0.927
H -1.286 8.860 1.379
H 0.305 7.642 -0.077
H 0.033 5.998 -0.051
H -0.379 6.817 -1.486
H -5.075 4.293 -1.513
H -4.533 5.444 -2.773
H -5.208 6.146 -1.439
H -3.864 7.907 -1.868
C -0.302 -7.436 -4.122
C -1.242 -6.967 -2.987
C -0.351 -6.391 -1.871
C -1.009 -5.420 -0.856
C -1.709 -4.337 -1.657
C -2.764 -4.935 -2.610
N -2.119 -5.902 -3.532
O -2.877 -6.328 -4.620
C -3.994 -5.592 -1.824
C -3.325 -3.708 -3.411
C -2.020 -8.182 -2.466
H 0.055 -6.607 -4.732
H -0.907 -7.951 -4.868
H 0.613 -7.929 -3.796
H -0.139 -7.259 -1.247
H 0.605 -6.036 -2.257
H -0.316 -4.965 -0.148
H -1.756 -5.964 -0.278
H -0.997 -3.677 -2.154
H -2.237 -3.645 -1.001
H -4.569 -4.912 -1.195
H -4.774 -6.042 -2.437
H -3.537 -6.363 -1.204
H -3.806 -3.053 -2.685
H -2.604 -3.125 -3.984
H -4.179 -3.921 -4.054
H -2.710 -8.591 -3.204
H -2.616 -7.965 -1.580
H -1.332 -8.960 -2.134
H -2.342 -6.042 -5.364
C -7.702 -0.640 0.352
C -7.270 -1.820 1.207
C -6.092 -2.576 0.514
C -5.208 -3.411 1.522
C -4.700 -2.439 2.683
C -5.935 -1.819 3.430
N -6.853 -1.164 2.461
O -7.874 -0.405 3.095
C -6.617 -2.863 4.329
C -5.258 -0.819 4.362
C -8.425 -2.830 1.499
H -7.049 0.233 0.356
H -8.704 -0.272 0.574
H -7.742 -0.899 -0.706
H -6.619 -3.296 -0.112
H -5.470 -1.910 -0.085
H -4.393 -3.821 0.926
H -5.662 -4.277 2.005
H -3.966 -1.759 2.251
H -4.238 -3.207 3.303
H -5.903 -3.566 4.758
H -7.331 -2.412 5.019
H -7.265 -3.481 3.707
H -4.745 -0.004 3.851
H -6.021 -0.311 4.952
H -4.572 -1.393 4.985
H -8.959 -2.910 0.552
H -9.136 -2.552 2.277
H -8.031 -3.800 1.801
H -7.616 0.471 2.799
C -1.056 1.202 -0.633
C -0.763 0.503 0.704
C -1.557 -0.890 0.524
C -1.012 -2.024 1.295
C 0.481 -2.214 1.011
C 1.273 -0.948 1.398
N 0.735 0.239 0.675
O 1.487 1.363 0.949
C 1.309 -0.830 2.888
C 2.719 -1.171 0.916
C -1.305 1.260 1.994
H -2.117 1.441 -0.562
H -0.910 0.584 -1.520
H -0.512 2.142 -0.721
H -2.580 -0.653 0.816
H -1.525 -1.205 -0.519
H -1.535 -2.870 0.847
H -1.259 -1.921 2.352
H 0.768 -2.583 0.027
H 0.667 -3.051 1.684
H 1.713 -1.728 3.354
H 1.937 0.025 3.138
H 0.297 -0.681 3.266
H 3.031 -2.150 1.279
H 2.769 -1.077 -0.169
H 3.351 -0.382 1.323
H -0.743 2.147 2.288
H -1.421 0.681 2.909
H -2.261 1.706 1.718
H 1.501 1.750 0.070
C 4.052 -3.250 5.040
C 3.407 -3.187 6.471
C 1.862 -3.263 6.499
C 1.249 -4.174 5.483
N 0.795 -4.822 4.654
H 5.132 -3.110 5.092
H 3.553 -2.472 4.463
H 3.931 -4.181 4.486
H 3.731 -2.256 6.936
H 3.788 -4.060 7.000
H 1.430 -2.312 6.187
H 1.457 -3.504 7.482
C 4.955 4.130 1.384
C 3.507 3.863 1.623
C 3.060 3.574 3.145
C 3.660 2.355 3.653
N 4.045 1.379 4.135
H 5.220 5.015 1.963
H 5.095 4.329 0.321
H 5.531 3.240 1.637
H 3.194 2.976 1.072
H 2.913 4.684 1.220
H 1.979 3.538 3.275
H 3.447 4.384 3.764
*
```

Calculated total energy in eV: -139600.99314
HOMO-LUMO gap in eV: 8.043
LUMO energy in eV: 0.3

=====

Entry 3:
# C3H3NO

A molecular structure, C3H3NO (wB97M-V/def2-TZVPD, OMol25).

The geometry in ORCA input format:
```
! wB97M-V def2-TZVPD RIJCOSX def2/J DEFGRID3
* xyz 0 1
C -1.239 -0.062 -0.079
C -0.949 -1.246 0.064
C 1.591 0.244 -0.044
N 2.231 -0.799 -0.014
O 0.721 1.018 0.112
H -1.574 0.867 -0.019
H -0.748 -2.209 -0.222
H 2.875 0.112 -0.207
*
```

Calculated total energy in eV: -6692.40395
HOMO-LUMO gap in eV: 10.336
LUMO energy in eV: 0.3

=====

Entry 4:
# CH6N3O

2 unconnected molecules or ions with the total composition CH6N3O (wB97M-V/def2-TZVPD, OMol25).

The geometry in ORCA input format:
```
! wB97M-V def2-TZVPD RIJCOSX def2/J DEFGRID3
* xyz 1 1
C 1.216 0.445 -0.080
N -0.232 -1.429 -0.088
N -1.206 0.656 0.021
N -0.134 -0.130 -0.071
O -2.328 0.281 -0.103
H 1.012 1.464 -0.269
H 1.792 -0.072 -0.960
H 1.443 0.205 0.927
H 0.356 -2.056 -0.561
H -0.940 -1.734 0.558
H -0.979 2.369 0.625
*
```

Calculated total energy in eV: -7637.30326
HOMO-LUMO gap (spin up / spin down) in eV: 7.104 / 7.094
LUMO energy (spin up / spin down) in eV: -7.5 / -7.5

=====

Entry 5:
# C22H17ClFN3O8ReS3

A molecular structure, C22H17ClFN3O8ReS3 (wB97M-V/def2-TZVPD, OMol25).

The geometry in ORCA input format:
```
! wB97M-V def2-TZVPD RIJCOSX def2/J DEFGRID3
* xyz 0 2
Re 0.058 0.471 -0.165
O 1.578 1.150 -3.289
Cl 0.274 1.434 -2.842
O -0.440 2.301 -3.683
O -0.479 0.219 -2.523
O 0.345 2.084 -1.436
O -3.044 0.882 7.109
C -2.379 1.921 6.557
O -2.453 3.011 7.044
C -1.547 1.622 5.346
C -1.810 0.551 4.494
C -1.026 0.343 3.373
C 0.033 1.201 3.103
S 1.096 0.956 1.693
C 0.313 2.258 3.962
C -0.487 2.478 5.070
H -2.782 0.053 6.691
H -2.655 -0.105 4.668
H -1.241 -0.472 2.694
H 1.148 2.915 3.753
H -0.306 3.312 5.734
F -5.664 2.596 0.857
C -4.408 2.155 0.652
C -3.361 2.817 1.267
C -2.073 2.351 1.064
C -1.804 1.236 0.254
C -2.904 0.635 -0.378
C -4.207 1.071 -0.176
H -3.564 3.678 1.890
H -1.261 2.883 1.542
H -2.746 -0.195 -1.059
H -5.052 0.600 -0.661
N 3.347 -1.649 -6.827
C 3.379 -1.668 -5.444
C 2.748 -2.699 -4.736
C 2.740 -2.694 -3.358
C 3.346 -1.650 -2.666
C 3.980 -0.626 -3.354
C 4.001 -0.638 -4.734
S 3.353 -1.662 -0.917
O 4.280 -0.675 -0.462
O 3.458 -3.037 -0.492
N 1.851 -1.150 -0.441
C 0.913 -2.035 -0.176
S 0.866 -3.761 -0.022
C -0.847 -3.665 0.325
C -1.296 -2.404 0.333
N -0.303 -1.477 0.057
H 3.190 -2.533 -7.282
H 4.050 -1.088 -7.280
H 2.276 -3.508 -5.280
H 2.285 -3.511 -2.812
H 4.456 0.171 -2.800
H 4.492 0.163 -5.273
H -1.417 -4.559 0.513
H -2.298 -2.055 0.525
*
```

Calculated total energy in eV: -93808.03460
HOMO-LUMO gap (spin up / spin down) in eV: 6.639 / 7.035
LUMO energy (spin up / spin down) in eV: -1.8 / -1.5

=====

Entry 6:
# C4H9N2O2

A gas-phase ion, C4H9N2O2 (charge +1) (wB97M-V/def2-TZVPD, OMol25).

The geometry in ORCA input format:
```
! wB97M-V def2-TZVPD RIJCOSX def2/J DEFGRID3
* xyz 1 1
C 0.906 0.022 0.585
C 0.895 1.467 0.830
C -0.311 -1.277 -1.136
C -1.549 0.055 0.542
N -0.365 -0.452 -0.105
N 0.772 -1.958 -1.678
O 1.825 -0.699 0.924
O -0.222 2.015 0.076
H 0.809 1.539 2.015
H 1.853 2.002 0.653
H -1.204 -1.487 -1.709
H -1.265 0.369 1.501
H -1.971 0.879 -0.023
H -2.214 -0.744 0.659
H 1.725 -1.993 -1.152
H -0.329 2.958 0.358
H 0.645 -2.697 -2.340
*
```

Calculated total energy in eV: -11361.30609
HOMO-LUMO gap in eV: 10.636
LUMO energy in eV: -4.3

=====

Entry 7:
# C9H11NO3

A molecular structure, C9H11NO3 (wB97M-V/def2-TZVPD, OMol25).

The geometry in ORCA input format:
```
! wB97M-V def2-TZVPD RIJCOSX def2/J DEFGRID3
* xyz 0 1
C 2.853 0.772 1.047
C 0.974 0.759 -0.281
C 0.270 1.806 -0.402
C -1.166 1.786 -0.314
C -1.814 0.506 -0.135
C -0.995 -0.702 -0.117
C 0.373 -0.536 -0.050
C 1.837 -1.739 -1.249
C -3.344 0.009 -0.122
H 4.121 0.173 0.909
H 2.858 2.107 1.551
H 1.753 -0.113 1.668
H 0.519 2.871 -0.270
H -1.774 2.751 -0.717
H -1.238 -1.745 0.239
H 2.897 -2.222 -1.145
H 0.954 -2.048 -1.922
H 2.266 -0.742 -1.406
H -2.793 -1.143 1.667
H -4.492 -1.220 1.243
N -3.516 -1.157 0.893
O 2.331 0.838 -0.325
O 1.410 -1.545 0.070
O -4.285 0.537 -0.833
*
```

Calculated total energy in eV: -17135.45062
HOMO-LUMO gap in eV: 9.519
LUMO energy in eV: 0.1

=====

Entry 8:
# C4H5AgO2

A molecular structure, C4H5AgO2 (wB97M-V/def2-TZVPD, OMol25).

The geometry in ORCA input format:
```
! wB97M-V def2-TZVPD RIJCOSX def2/J DEFGRID3
* xyz 1 2
H -1.745 1.882 -2.191
O -1.283 1.835 -1.349
C -0.528 0.642 -1.308
C 0.164 0.526 -0.016
C 0.715 0.861 1.054
H 0.224 0.614 -2.116
H -1.173 -0.245 -1.433
H 0.867 1.406 1.975
C 0.807 -1.246 1.012
O -0.164 -2.096 1.212
Ag 0.574 -2.682 2.944
H 1.542 -1.498 0.217
*
```

Calculated total energy in eV: -12309.50196
HOMO-LUMO gap (spin up / spin down) in eV: 7.560 / 8.732
LUMO energy (spin up / spin down) in eV: -5.4 / -5.5

=====

Entry 9:
# C3H5BrO

A molecular structure, C3H5BrO (wB97M-V/def2-TZVPD, OMol25).

The geometry in ORCA input format:
```
! wB97M-V def2-TZVPD RIJCOSX def2/J DEFGRID3
* xyz 0 1
C 1.268 0.337 0.501
C 0.449 0.083 -0.533
C -0.983 -0.082 -0.441
O -1.552 -0.163 0.794
Br -1.872 2.158 -1.241
H 2.315 0.363 0.473
H 0.917 0.353 1.517
H 0.996 0.224 -1.512
H -1.467 -0.673 -1.235
H -2.443 -0.650 0.978
*
```

Calculated total energy in eV: -75279.97204
HOMO-LUMO gap (spin up / spin down) in eV: 8.098 / 8.097
LUMO energy (spin up / spin down) in eV: -1.0 / -1.0

=====

Entry 10:
# CHO2Pr

A molecular structure, CHO2Pr (wB97M-V/def2-TZVPD, OMol25).

The geometry in ORCA input format:
```
! wB97M-V def2-TZVPD RIJCOSX def2/J DEFGRID3
* xyz 2 3
O 1.625 -0.081 0.963
C 0.522 -0.202 0.298
O -0.009 1.013 0.335
Pr -1.583 -0.208 -1.053
H 1.473 1.028 1.189
*
```

Calculated total energy in eV: -19194.61245
HOMO-LUMO gap (spin up / spin down) in eV: 6.838 / 9.025
LUMO energy (spin up / spin down) in eV: -13.5 / -11.5

=====

Entry 11:
# C21H22N3

A gas-phase ion, C21H22N3 (charge +1) (wB97M-V/def2-TZVPD, OMol25).

The geometry in ORCA input format:
```
! wB97M-V def2-TZVPD RIJCOSX def2/J DEFGRID3
* xyz 1 1
C 2.484 -2.899 2.287
C 2.079 -1.496 2.161
N 2.983 -0.509 2.417
C 4.412 -0.707 2.406
C 2.364 0.743 2.380
C 0.981 0.528 2.070
C 0.182 1.628 1.774
C 0.779 2.896 1.750
C 2.169 3.060 1.910
C 2.982 1.951 2.168
C 0.849 -0.897 1.846
C -0.338 -1.511 1.227
C -1.670 -1.059 1.889
C -1.902 -0.241 3.013
C -3.175 0.300 3.208
C -4.215 -0.014 2.336
C -5.521 0.699 2.399
C -4.034 -1.081 1.462
C -2.784 -1.642 1.288
H 1.613 -3.559 2.360
H 3.077 -3.216 1.420
H 3.133 -3.029 3.166
H 4.868 0.276 2.356
H 4.746 -1.230 3.304
H 4.714 -1.292 1.530
H -0.871 1.499 1.516
H 0.160 3.774 1.574
H 2.612 4.053 1.845
H 4.068 2.026 2.200
H -0.274 -2.564 1.223
H -1.114 -0.033 3.749
H -3.329 1.056 3.976
H -6.185 0.239 1.671
H -5.965 0.600 3.392
H -5.460 1.765 2.160
H -4.865 -1.383 0.841
H -2.679 -2.531 0.671
N -0.371 -1.257 -0.276
C -1.312 -0.641 -1.038
N -0.939 -0.623 -2.304
C 0.304 -1.235 -2.431
C 0.660 -1.637 -1.181
H -2.223 -0.212 -0.666
H -1.497 -0.199 -3.071
H 0.776 -1.303 -3.403
H 1.550 -2.124 -0.869
*
```

Calculated total energy in eV: -26598.26912
HOMO-LUMO gap in eV: 8.018
LUMO energy in eV: -2.4